Computed, not measured: a 12-piece molecular cluster, C36H66N6O18 overall, with ωB97M-V/def2-TZVPD.

Output
Spin multiplicity: 1
HOMO-LUMO gap, eV: 10.70
Relative energy (zero: lowest compared OMol25 entry of this formula, charge and spin), kcal per mole: 2.69
HOMO level, eV: -10.3

Last column: Mulliken charge in e.
Atoms and positions in Å:
1 C 0.68019 -4.35882 -5.64118  -1.46
2 C 0.13635 -3.39918 -4.57372  -0.44
3 O 0.96738 -3.51812 -3.39122  -0.28
4 C 0.33123 -3.67892 -2.20925  0.90
5 O -0.86491 -3.85199 -2.07873  -0.64
6 O 1.24423 -3.71051 -1.24458  -0.28
7 C 0.77567 -3.82374 0.15049  -0.15
8 H 0.43609 -5.39668 -5.50305  0.33
9 H 1.71946 -4.20068 -5.75245  0.34
10 H 0.16285 -4.01837 -6.54595  0.39
11 H -0.83456 -3.67860 -4.31856  0.52
12 H 0.07787 -2.33059 -4.80470  0.39
13 H 1.23551 -4.68036 0.60174  0.40
14 H -0.30489 -3.62676 0.27463  0.10
15 H 1.25681 -2.93717 0.62330  -0.16
16 C -1.51985 -4.51187 6.24012  -1.32
17 C -0.91607 -4.20914 4.90717  0.08
18 O 0.48430 -4.63667 4.84120  -0.37
19 C 1.41330 -4.03348 4.20433  0.78
20 O 1.29443 -3.01085 3.51062  -0.45
21 O 2.56351 -4.67016 4.38348  -0.40
22 C 3.55471 -4.32096 3.44440  -0.19
23 H -1.03325 -3.91065 7.00498  0.31
24 H -1.53867 -5.54021 6.50907  0.36
25 H -2.50597 -4.13153 6.03714  0.40
26 H -0.95387 -3.12388 4.81264  0.08
27 H -1.39483 -4.62452 4.03609  0.33
28 H 4.27867 -5.07169 3.45644  0.32
29 H 3.98849 -3.34902 3.70651  0.08
30 H 3.03071 -4.30270 2.46466  -0.01
31 C 4.49546 -1.65695 -1.04166  -1.12
32 C 4.09655 -1.67068 -2.48377  0.53
33 O 5.00402 -2.53101 -3.22540  -0.38
34 C 5.00849 -2.52011 -4.55294  0.58
35 O 5.64746 -3.24787 -5.29157  -0.61
36 O 4.25588 -1.42390 -4.97717  -0.16
37 C 4.34144 -1.08495 -6.38861  -0.80
38 H 5.51868 -1.27105 -0.83758  0.36
39 H 4.42373 -2.58416 -0.57583  0.43
40 H 3.77236 -1.01189 -0.52823  0.07
41 H 4.08535 -0.68584 -2.90914  0.22
42 H 3.10847 -2.06932 -2.64061  0.06
43 H 3.84417 -1.80466 -7.05210  0.27
44 H 5.33229 -0.97501 -6.75835  0.35
45 H 3.83170 -0.13266 -6.44508  0.30
46 C -0.56534 7.75900 -0.30931  -1.15
47 C 0.51027 6.65932 -0.52239  -0.10
48 O 0.62585 5.99376 0.73516  -0.29
49 C 1.57467 5.04701 0.81921  0.84
50 O 2.07759 4.48797 -0.13837  -0.59
51 O 1.87304 4.79771 2.07416  -0.38
52 C 3.01709 3.86102 2.25803  -0.35
53 H -0.76410 8.15558 -1.33005  0.36
54 H -0.25621 8.57665 0.38284  0.31
55 H -1.53307 7.31228 0.04466  0.22
56 H 1.46126 7.09542 -0.81159  0.47
57 H 0.23315 5.87679 -1.33110  0.09
58 H 3.81543 4.33723 1.71047  0.40
59 H 2.68922 2.88243 1.87845  -0.08
60 H 3.18987 3.87003 3.32365  0.22
61 C -5.79858 3.48665 2.86598  -1.06
62 C -5.60799 2.78567 1.54225  -0.55
63 O -4.50311 1.86356 1.49997  -0.13
64 C -3.22714 2.23960 1.47793  0.00
65 O -2.37788 1.40532 1.34132  -0.03
66 O -3.08315 3.60797 1.51981  -0.46
67 C -1.66938 3.99155 1.48152  -0.31
68 H -4.79321 3.63216 3.24848  0.27
69 H -6.45925 2.89400 3.53714  0.29
70 H -6.29762 4.45011 2.65656  0.37
71 H -5.31779 3.51259 0.76051  0.44
72 H -6.49304 2.25220 1.18237  0.46
73 H -1.55323 4.68111 0.69395  0.33
74 H -1.01472 3.17191 1.25874  -0.24
75 H -1.35595 4.35356 2.43711  0.39
76 C 1.36566 0.38188 -2.25104  -0.74
77 C 0.68334 -0.07806 -0.96389  1.28
78 O 0.65052 1.07469 -0.08613  -0.06
79 C 0.45504 0.98526 1.25940  0.86
80 O 0.50119 1.92374 1.96764  -0.80
81 O 0.14228 -0.26174 1.56577  0.72
82 C -0.25833 -0.35214 2.97908  -0.61
83 H 2.46755 0.45991 -2.12065  0.07
84 H 1.07727 1.36628 -2.51367  -0.14
85 H 1.13533 -0.40608 -2.93709  0.28
86 H 1.22293 -0.93087 -0.57302  -0.66
87 H -0.38061 -0.39125 -1.10669  -0.29
88 H 0.02314 -1.36304 3.36974  -0.27
89 H -1.32277 -0.10337 3.02576  0.08
90 H 0.31734 0.38647 3.53441  0.42
91 C -4.11570 -2.36557 -4.21832  -1.07
92 C -2.85619 -1.62382 -3.97208  0.59
93 N -1.80320 -1.13806 -3.85242  -0.43
94 H -4.13079 -3.34364 -3.73607  0.28
95 H -4.24475 -2.54784 -5.32159  0.33
96 H -4.95147 -1.80546 -3.82364  0.34
97 C -5.36998 -0.21499 3.87682  -0.50
98 C -4.41219 -1.24794 3.95280  0.43
99 N -3.70949 -2.15247 4.02679  -0.40
100 H -5.36710 0.25452 2.90928  -0.26
101 H -5.23667 0.45042 4.68057  0.37
102 H -6.40371 -0.57815 4.01312  0.37
103 C -2.68652 -1.60122 0.73328  1.06
104 C -4.14952 -1.31941 0.76732  -0.10
105 N -5.26461 -1.08857 0.65623  -0.58
106 H -2.52961 -2.56930 0.16512  0.38
107 H -2.37530 -1.70210 1.73645  -0.29
108 H -2.14909 -0.76791 0.27749  -0.57
109 C 3.60586 -0.27128 3.33241  0.09
110 C 4.82987 -0.39704 4.13180  0.01
111 N 5.78045 -0.42841 4.78406  -0.43
112 H 2.86858 0.34364 3.86720  0.20
113 H 3.23958 -1.22746 3.06320  -0.10
114 H 3.85975 0.26545 2.46531  0.23
115 C 1.86119 3.50858 -3.74643  -0.91
116 C 2.77953 2.65782 -4.49159  0.51
117 N 3.41548 1.83444 -5.01566  -0.47
118 H 0.85761 3.23364 -3.61927  0.29
119 H 1.92955 4.48906 -4.17059  0.41
120 H 2.18705 3.64759 -2.72128  0.23
121 C -2.72000 2.09291 -1.97944  -0.20
122 C -2.74218 3.52185 -1.84656  0.43
123 N -2.79997 4.67051 -1.76213  -0.56
124 H -1.97000 1.57519 -1.43050  -0.42
125 H -2.55731 1.73580 -2.97364  0.51
126 H -3.67671 1.70532 -1.63273  0.28